Record 1
Entry from the Open Molecules 2025 dataset: 2 unconnected molecules or ions with the total composition C4H12 (ωB97M-V with the def2-TZVPD basis set).

Structure (XYZ):
```
16
Properties=species:S:1:pos:R:3:forces:R:3
C -0.078774 -1.663124 0.217248 -2.803 2.238 1.044
C -0.855611 -2.327526 1.322636 -0.563 -2.090 0.909
H 0.542057 -1.020432 0.770479 1.162 1.246 -0.003
H 0.501060 -2.199913 -0.445911 0.974 -1.759 -1.143
H -0.826558 -1.055058 -0.361521 0.997 -0.383 0.351
H -0.150768 -3.068500 1.881781 -1.434 1.413 -0.482
H -1.406403 -1.583193 2.035547 1.328 -1.349 -1.269
H -1.636485 -2.954777 0.834985 0.248 0.211 0.721
C 0.243148 1.280243 -0.653324 -2.117 1.857 3.253
C 0.714388 2.653618 -0.928524 -1.171 3.411 2.024
H -0.853533 1.504843 -0.403467 1.190 -1.539 -0.479
H 0.439537 0.609445 -1.421976 -0.089 -1.312 -1.210
H 0.704217 0.992566 0.308103 -0.248 -0.459 -0.722
H 1.488634 2.658018 -1.589408 2.374 0.144 -1.930
H 1.176013 3.141150 0.071545 -1.463 -0.665 -2.320
H -0.116679 3.316588 -1.428369 1.618 -0.966 1.256
```
Forces are in eV/Å.

Summary:
HOMO = -11.16 eV
Energy relative to the best compared isomer or geometry (same formula, charge and spin) = 1.4969 eV
Frontier orbital gap = 0.4489 Eh
SMILES string = CC.CC

***

Record 2
Entry from the Open Molecules 2025 dataset: C10H15NO in the gas phase (ωB97M-V with the def2-TZVPD basis set).

Structure (XYZ):
```
27
Properties=species:S:1:pos:R:3:forces:R:3
C -3.372931 0.938181 -0.703740 -1.652 -1.596 3.528
C -2.227524 0.053930 -0.957881 0.385 -1.184 -0.630
N -2.274180 -0.858636 -1.958154 0.347 0.852 1.625
O -1.037422 -1.518820 -1.955654 1.328 -0.147 -0.468
C -0.232185 -0.988746 -1.042299 -5.207 4.556 2.481
C -1.009394 0.031229 -0.269173 3.212 -4.144 -3.160
C 0.253489 0.404058 0.537415 0.600 -0.381 -2.222
C 0.214461 0.103223 1.998286 0.867 0.627 -0.091
C 0.675238 1.831886 0.337199 2.394 0.545 1.584
C 1.063565 -0.706527 -0.307240 0.620 -1.561 -1.195
C 2.279904 -0.310471 -1.218121 1.350 -3.449 3.760
C 1.287903 -1.928133 0.596601 2.974 0.576 -0.657
H -3.195422 1.404475 0.352058 -0.608 -0.523 -2.075
H -3.450106 1.637899 -1.455103 -0.217 1.896 -1.431
H -4.374618 0.356834 -0.680016 1.661 0.887 0.025
H 0.068973 -0.932294 2.209934 -1.146 -0.177 0.383
H -0.529102 0.833368 2.210183 -0.952 -0.016 1.772
H 1.160870 0.323687 2.511090 -0.146 0.442 -0.243
H 0.791221 2.300733 -0.625210 -1.106 -0.063 -0.534
H 1.718909 1.946117 0.685628 0.154 -0.527 -0.010
H 0.252387 2.434617 1.140745 -0.866 0.480 -0.650
H 2.752672 -1.197609 -1.833525 -1.198 1.914 1.219
H 2.982515 0.000205 -0.386853 0.105 -0.456 -1.154
H 2.111886 0.555337 -1.714434 -0.690 2.330 -2.151
H 1.846949 -2.749084 0.161163 -0.217 -0.133 -0.738
H 0.354941 -2.237033 0.887027 -2.041 -1.208 0.806
H 1.887002 -1.728426 1.480072 0.048 0.458 0.226
```
Forces are in eV/Å.

Summary:
HOMO = -8.52 eV
Energy relative to the best compared isomer or geometry (same formula, charge and spin) = 5.7979 eV
Frontier orbital gap = 0.3391 Eh
SMILES string = Cc1noc2c1C(C)(C)C2(C)C

***

Record 3
Entry from the Open Molecules 2025 dataset: 2 unconnected molecules or ions with the total composition C7H12O3 (ωB97M-V with the def2-TZVPD basis set).

Structure (XYZ):
```
22
Properties=species:S:1:pos:R:3:forces:R:3
O 1.370682 0.381193 0.873192 0.131 -2.626 -1.011
C 1.132294 -0.607012 0.219999 -3.181 1.623 1.587
C 0.961094 -0.692762 -1.278244 0.591 -0.509 -0.257
C 0.337240 -2.059821 -1.559992 0.062 0.031 -0.182
C -0.397633 -2.454340 -0.265399 0.623 0.249 0.241
C -1.866206 -2.136476 -0.260629 -0.149 0.262 -0.022
C -2.771728 -2.945069 -1.146866 -0.082 -0.054 -0.229
C -2.842243 -3.103253 0.346850 -0.129 0.020 0.238
O 0.275065 -1.731004 0.789487 1.394 1.346 -0.531
H 0.288741 0.123697 -1.577376 0.296 -0.106 0.256
H 1.934652 -0.545137 -1.760850 -0.312 0.036 -0.008
H -0.367882 -2.023300 -2.398865 0.294 -0.122 0.121
H 1.125336 -2.793150 -1.772016 -0.221 0.119 -0.071
H -0.255295 -3.523107 -0.049407 -0.100 0.151 -0.126
H -2.099419 -1.072567 -0.163927 0.101 -0.299 -0.014
H -3.583500 -2.422767 -1.653981 0.238 -0.196 0.147
H -2.321899 -3.753821 -1.726207 -0.140 0.201 0.175
H -2.440872 -4.021247 0.779832 -0.097 0.287 -0.119
H -3.706816 -2.693093 0.869199 0.256 -0.157 -0.157
O 2.940327 -2.100967 0.944465 -3.613 -2.073 0.818
H 1.956723 -2.575673 1.171439 3.911 2.013 -0.849
H 3.192532 -2.507101 0.109086 0.128 -0.195 -0.006
```
Forces are in eV/Å.

Summary:
HOMO = -10.36 eV
Energy relative to the best compared isomer or geometry (same formula, charge and spin) = 1.5319 eV
Frontier orbital gap = 0.4025 Eh
SMILES string = O=C1CC[C@H](C2CC2)O1.O